Below is one molecule with the formula C5H4, with properties calculated with ωB97M-V/def2-TZVPD.

Results
Relative energy (zero: lowest compared OMol25 entry of this formula, charge and spin) in kJ/mol: 616.50
Largest force on an atom in eV/A: 6.86
Lowest unoccupied orbital energy (alpha / beta) in eV: -2.69 / -2.63
Orbital gap (alpha / beta) in eV: 6.1 / 6.3

Element x y z (Å)
1 C 0.1996 0.4847 1.8761
2 C 0.3246 0.1188 0.5922
3 C -1.0818 -0.5547 -1.6763
4 C -1.7656 -0.6054 -2.6623
5 C 0.4275 -0.3013 -0.6752
6 H 0.6245 0.6375 -1.3688
7 H -0.7379 0.6348 2.4770
8 H 1.0539 0.8105 2.3712
9 H 0.9551 -1.2250 -0.9339

Force components x, y, z for each atom (eV/Å):
C -1.6 -0.7 -3.2
C -1.6 0.5 4.2
C 4.2 0.7 5.4
C -2.4 -0.2 -3.4
C -0.9 1.4 -4.0
H 0.0 -1.9 1.1
H 0.7 -0.6 -1.1
H 1.7 0.6 0.7
H -0.1 0.3 0.4